Version one
Computed, not measured: a 2-piece molecular cluster, CHF3N2 overall, with wB97M-V/def2-TZVPD.

Each line ends with the natural charge from an NBO analysis.
CARTESIAN COORDINATES (ANGSTROEM)
C: -0.928 -0.250 0.031  0.12
N: -0.740 0.926 -0.049  -0.07
N: 1.306 -0.946 -0.016  0.38
F: -1.715 1.958 -0.088  -0.24
F: 1.756 -0.217 -1.056  -0.21
F: 1.782 -0.306 1.073  -0.21
H: -1.461 -1.165 0.106  0.22

Values from the calculation:
Spin multiplicity ... 1
E_HOMO (alpha / beta) ... -9.4 / -10.7 eV
Orbital gap (alpha / beta) ... 8.65 / 9.61 eV

***

Version two
Computed, not measured: CHF3N2 as an isolated structure, with wB97M-V/def2-TZVPD.

Each line ends with the natural charge from an NBO analysis.
CARTESIAN COORDINATES (ANGSTROEM)
C: -0.218 0.808 0.521  0.13
N: 0.091 1.571 -0.368  -0.04
N: -2.024 0.229 0.360  0.31
F: 1.363 2.284 -0.443  -0.24
F: -2.766 1.302 0.486  -0.20
F: -2.245 -0.191 -0.875  -0.20
H: 0.047 0.056 1.283  0.23

Values from the calculation:
Spin multiplicity ... 1
E_HOMO (alpha / beta) ... -10.2 / -10.2 eV
Orbital gap (alpha / beta) ... 9.56 / 9.56 eV

***

Calculated relative energies: version one 0.685; version two 0.000, given in eV